1.
# C9H12ClNO

An isolated molecule of C9H12ClNO at a distorted geometry (wB97M-V/def2-TZVPD, the OMol25 dataset).

The geometry in XYZ format:
```
24
Properties=species:S:1:pos:R:3:nbo_charge:R:1
C -2.6580 1.5512 0.6710 -0.607
C -2.1438 0.8287 -0.5912 -0.483
C -1.5822 -0.5490 -0.3949 0.530
O -1.3096 -1.0544 -1.6797 -0.703
Cl -3.1259 -1.4585 0.2533 -0.175
N -0.5308 -0.9101 0.5062 -0.670
C 0.8489 -0.8771 0.2256 0.195
C 1.6410 -1.9336 0.7411 -0.269
C 3.0322 -1.9150 0.4695 -0.182
C 3.5022 -0.8959 -0.3884 -0.261
C 2.7083 0.1384 -0.9414 -0.196
C 1.3913 0.1771 -0.6088 -0.251
H -1.7389 1.5658 1.3572 0.208
H -2.8396 2.5691 0.4778 0.212
H -3.5236 0.9859 1.0354 0.225
H -3.0959 0.7680 -1.1758 0.217
H -1.5587 1.5462 -1.1231 0.224
H -1.9826 -0.7650 -2.3275 0.485
H -0.8992 -1.6675 1.1577 0.421
H 1.2115 -2.5444 1.5372 0.211
H 3.6166 -2.8212 0.8672 0.226
H 4.4465 -1.2289 -0.9193 0.213
H 3.0467 0.8173 -1.6831 0.217
H 0.8640 1.1267 -0.6699 0.213
```

Its SMILES is CC[C@](O)(Cl)Nc1ccccc1. For the relative energy (zero: lowest compared OMol25 entry of this formula, charge and spin), the calculation gives 4.67 kcal/mol. The value obtained for the HOMO-LUMO gap is 8.93 eV. The total energy is -25586.371 eV. The value obtained for the highest occupied orbital energy is -8.159 eV. Its maximum force is 3.287 eV/A.



2.
# C9H12CoN3O8P2Se

A structure of composition C9H12CoN3O8P2Se (wB97M-V/def2-TZVPD, the OMol25 dataset).

The geometry in XYZ format:
```
36
Properties=species:S:1:pos:R:3:mulliken_spin:R:1
Co -0.1371 -1.3063 -0.6421 1.119
O 0.0509 2.4425 -1.5043 0.001
P -0.7853 1.3144 -2.3231 0.005
O -1.0828 1.8269 -3.6652 0.000
O -0.0669 -0.0090 -2.1775 -0.014
O -2.1511 1.2093 -1.4418 -0.001
P -2.3688 0.8974 0.1169 -0.002
O -2.2202 2.3902 0.7561 0.000
O -3.7468 0.4057 0.3577 0.001
O -1.1781 0.1203 0.6175 0.007
H -0.1077 2.4093 -0.5537 0.000
H -3.0416 2.6129 1.2033 0.000
N -3.8232 -2.4810 -0.0498 0.001
C -2.4798 -2.4493 -0.1729 -0.007
O -1.9589 -1.9403 -1.1750 -0.013
C -1.6172 -3.0048 0.9260 0.009
C -0.1576 -2.9002 0.4968 -0.085
H -4.2722 -1.6978 -0.5115 0.000
H -4.1652 -2.6494 0.8819 0.000
H -1.9881 -4.0016 1.2054 -0.003
H -1.7961 -2.3505 1.7853 0.000
H 0.1285 -3.7616 -0.1245 -0.009
H 0.5019 -2.8941 1.3683 0.003
Se 2.8890 -1.5330 -1.4613 -0.006
N 1.7410 -0.7885 -0.3289 -0.009
C 2.2806 0.3274 0.1262 0.002
C 1.6490 1.2201 1.0531 0.003
C 2.3345 2.3232 1.4318 -0.001
C 3.6520 2.6110 0.9304 0.001
C 4.2788 1.7932 0.0554 0.000
C 3.6032 0.6049 -0.3805 0.000
N 4.1048 -0.2749 -1.2275 0.002
H 0.6414 0.9877 1.3766 -0.002
H 1.8843 3.0257 2.1209 0.000
H 4.1404 3.5174 1.2651 0.000
H 5.2644 2.0030 -0.3350 0.000
```

As for the net charge: -1. As for the spin multiplicity: 2. For the relative energy (zero: lowest compared OMol25 entry of this formula, charge and spin), the calculation gives 1.05 kcal/mol. As for the expectation value of S²: 0.7710. The value obtained for the HOMO-LUMO gap (spin up / spin down) is 7.01 / 6.83 eV. The total energy is -151938.978 eV. The value obtained for the highest occupied orbital energy (spin up / spin down) is -5.500 / -5.331 eV. Its maximum force is 0.343 eV/A.



3.
# C9H12F14Li2N3O15S7

A structure of composition C9H12F14Li2N3O15S7 at a distorted geometry (wB97M-V/def2-TZVPD, the OMol25 dataset).

The geometry in XYZ format:
```
62
Properties=species:S:1:pos:R:3:nbo_charge:R:1
Li 1.7464 0.9511 0.6546 0.877
Li 3.3787 0.2037 2.6353 0.948
N -2.1414 3.0895 -0.6478 -1.114
S -2.8634 2.2014 0.5028 2.465
O -4.0166 2.7748 1.1062 -0.924
O -2.0017 1.3881 1.3028 -0.949
F -3.5464 1.1814 -0.5284 -0.517
S -0.8864 3.6493 0.1417 2.474
O 0.2820 2.8163 0.1444 -0.976
O -1.1631 4.5215 1.2361 -0.908
F -0.4733 4.7576 -0.9746 -0.528
N 2.1703 1.8369 2.4091 -1.362
S 0.8956 1.8524 3.5454 2.474
O -0.1173 2.7808 3.2932 -0.818
O 1.3701 1.5875 4.8515 -0.906
F 0.3416 0.4681 2.9887 -0.510
S 2.8533 3.2573 2.7196 2.481
O 3.8207 3.2268 3.7706 -0.925
O 2.0252 4.3924 2.5949 -0.866
F 3.7274 3.3357 1.3882 -0.505
N 3.3811 -0.2913 0.6913 -1.346
S 3.1768 -1.9218 0.3551 2.491
O 4.3750 -2.6493 0.2123 -0.887
O 2.0874 -2.1506 -0.5081 -0.905
F 2.6264 -2.3617 1.7702 -0.497
S 4.4950 0.0328 -0.4729 2.502
O 4.0917 -0.3459 -1.7805 -0.925
O 5.8263 -0.2314 -0.0707 -0.897
F 4.3544 1.5882 -0.4739 -0.473
C 1.6816 -1.5690 -3.7523 -0.410
C 1.8306 -0.3393 -4.6594 -0.404
C 1.7262 0.8554 -3.7334 -0.685
S 0.4984 0.4192 -2.4997 2.206
O -0.7458 1.0393 -2.8347 -0.914
O 1.0525 0.6605 -1.1908 -1.006
C 0.4390 -1.3309 -2.9102 -0.673
H 2.5572 -1.7205 -3.1218 0.238
H 1.5735 -2.4605 -4.3730 0.215
H 0.9766 -0.3536 -5.3523 0.200
H 2.6782 -0.3741 -5.3411 0.226
H 1.5041 1.8447 -4.1272 0.257
H 2.6815 0.9665 -3.2159 0.256
H -0.4326 -1.4844 -3.5483 0.237
H 0.3237 -1.9190 -2.0069 0.276
C -3.6086 -2.3716 0.0576 -0.131
C -5.0107 -1.9366 0.4268 0.603
C -5.2156 -1.3578 1.8220 0.523
F -4.7406 -2.2246 2.7621 -0.343
F -4.5764 -0.2001 1.9631 -0.294
F -5.4435 -1.0151 -0.4746 -0.317
F -5.8544 -2.9962 0.2695 -0.332
O -2.6005 -1.4612 0.4214 -0.499
C -1.3495 -1.9272 0.7060 0.867
C -1.2540 -2.2330 2.1976 0.488
F -2.0859 -3.2637 2.4969 -0.332
F 0.0109 -2.5817 2.5450 -0.332
F -1.0911 -3.0326 -0.0554 -0.339
F -0.4706 -0.9734 0.3696 -0.298
H -3.5422 -2.6008 -1.0104 0.210
H -3.4807 -3.3739 0.4855 0.214
H -6.2818 -1.2559 2.0370 0.142
H -1.5650 -1.3706 2.7899 0.176
```

As for the net charge: -1. For the relative energy (zero: lowest compared OMol25 entry of this formula, charge and spin), the calculation gives 0.00 kcal/mol. The value obtained for the HOMO-LUMO gap is 8.00 eV. The total energy is -159016.187 eV. The value obtained for the highest occupied orbital energy is -6.629 eV. Its maximum force is 4.055 eV/A.



4.
# C9H12FN3

An isolated molecule of C9H12FN3 at a distorted geometry (wB97M-V/def2-TZVPD, the OMol25 dataset).

The geometry in XYZ format:
```
25
Properties=species:S:1:pos:R:3:nbo_charge:R:1
H -2.4917 -3.2145 0.3085 0.340
N -2.5297 -2.4583 -0.2546 -0.823
C -2.0572 -1.2884 0.1612 0.606
N -1.1757 -1.2660 1.1819 -0.838
N -2.3140 -0.0147 -0.6202 -0.698
C -1.7534 1.3893 -0.2105 -0.203
C -0.3690 1.7865 -1.0586 -0.472
C 0.8268 0.9956 -0.6565 0.032
C 1.2304 1.2679 0.7508 -0.324
C 2.3753 0.4062 1.1811 -0.159
C 2.9320 -0.6634 0.5488 -0.306
C 2.3686 -0.8839 -0.6754 0.423
F 2.6740 -2.0958 -1.2481 -0.341
C 1.3989 -0.2136 -1.2885 -0.290
H -1.0199 -2.0430 1.6777 0.387
H -0.4882 -0.3092 1.4555 0.407
H -3.2315 -0.1051 -1.2382 0.429
H -2.6759 2.0682 -0.3977 0.227
H -1.3751 1.4826 0.9182 0.196
H 0.1281 2.8517 -0.9797 0.243
H -0.8070 1.7623 -2.2234 0.228
H 0.9118 1.9986 1.5531 0.249
H 2.7115 0.3044 2.3379 0.209
H 3.6452 -1.2137 1.0040 0.232
H 1.0857 -0.5438 -2.2273 0.245
```

Its SMILES is [H]/N=C(\N)NCCc1cccc(F)c1. For the relative energy (zero: lowest compared OMol25 entry of this formula, charge and spin), the calculation gives 112.59 kcal/mol. The value obtained for the HOMO-LUMO gap is 8.82 eV. The total energy is -16710.802 eV. The value obtained for the highest occupied orbital energy is -8.278 eV. Its maximum force is 8.774 eV/A.